[1]
This record from OMol25 describes a 7-piece molecular cluster, C29H44BClN6OSi overall. The level of theory is ωB97M-V/def2-TZVPD.

Results
SMILES string: C[Si](C)(C)OCCBCl.c1cc[nH]c1.c1cc[nH]c1.c1cc[nH]c1.c1cc[nH]c1.c1cc[nH]c1.c1cc[nH]c1
HOMO-LUMO gap in Ha: 0.289
Electronic energy in hartree: -2309.79186
HOMO energy in eV: -7.8684

```
! RIJCOSX wB97M-V def2-TZVPD def2/J DEFGRID3
* xyz 0 1
C -4.536 -0.996 1.082
Si -3.618 -1.416 2.646
C -4.740 -1.325 4.143
C -2.186 -0.237 2.841
O -3.091 -2.981 2.403
C -2.668 -3.924 3.357
C -1.227 -3.631 3.864
B -1.191 -3.495 5.418
Cl -1.569 -1.973 6.200
H -4.507 0.078 0.888
H -4.082 -1.496 0.223
H -5.583 -1.302 1.115
H -5.778 -1.506 3.857
H -4.675 -0.319 4.567
H -4.482 -2.021 4.943
H -1.575 -0.425 3.724
H -2.581 0.781 2.918
H -1.535 -0.260 1.963
H -3.392 -3.979 4.178
H -2.687 -4.899 2.869
H -0.897 -2.720 3.360
H -0.574 -4.448 3.550
H -0.985 -4.409 6.150
C 2.963 -2.626 0.194
C 3.126 -2.764 1.599
C 1.877 -2.925 2.136
N 0.971 -2.890 1.111
C 1.622 -2.710 -0.076
H 3.738 -2.500 -0.545
H 4.050 -2.751 2.153
H 1.556 -3.063 3.154
H -0.025 -2.982 1.212
H 1.083 -2.654 -1.006
C -4.664 3.423 2.186
C -4.144 4.286 3.190
C -4.607 3.832 4.397
N -5.383 2.731 4.161
C -5.425 2.476 2.817
H -4.496 3.491 1.124
H -3.505 5.140 3.042
H -4.449 4.200 5.396
H -5.854 2.193 4.866
H -5.985 1.644 2.425
C 5.519 0.847 -2.954
C 6.350 1.607 -2.084
C 6.324 0.989 -0.860
N 5.515 -0.108 -0.961
C 5.016 -0.202 -2.228
H 5.314 1.049 -3.994
H 6.900 2.500 -2.329
H 6.813 1.239 0.065
H 5.296 -0.737 -0.209
H 4.345 -0.995 -2.508
C -3.231 -6.181 -2.157
C -3.401 -4.988 -1.402
C -2.783 -5.176 -0.194
N -2.245 -6.435 -0.193
C -2.513 -7.054 -1.384
H -3.594 -6.375 -3.152
H -3.921 -4.096 -1.709
H -2.686 -4.514 0.650
H -1.730 -6.845 0.563
H -2.174 -8.056 -1.581
C 1.344 4.048 -3.398
C 1.771 4.822 -2.285
C 2.898 4.224 -1.782
N 3.168 3.123 -2.543
C 2.224 3.004 -3.527
H 0.496 4.238 -4.034
H 1.306 5.715 -1.901
H 3.528 4.492 -0.951
H 3.943 2.491 -2.408
H 2.264 2.197 -4.240
C 5.057 5.760 -7.378
C 4.125 6.717 -6.893
C 3.552 6.190 -5.764
N 4.101 4.959 -5.550
C 5.018 4.687 -6.526
H 5.683 5.849 -8.251
H 3.901 7.679 -7.323
H 2.804 6.581 -5.097
H 3.847 4.348 -4.792
H 5.565 3.759 -6.537
*
```

Atom charges from the Mulliken analysis, given in e for atoms 1 to 5: -1.021, 0.299, -0.968, -0.919, -0.306

***

[2]
This record from OMol25 describes C29H44CdN6O9S2Si as an isolated structure. The level of theory is ωB97M-V/def2-TZVPD.

Results
HOMO-LUMO gap in Ha: 0.279
ΔE to the lowest compared entry with this formula, charge and spin in kcal/mol: 13.6
Electronic energy in hartree: -3391.18802
HOMO energy in eV: -3.1858

```
! RIJCOSX wB97M-V def2-TZVPD def2/J DEFGRID3
* xyz -2 1
Cd 1.056 -0.931 -0.307
O -1.076 -3.460 -3.191
C -0.252 -2.732 -2.658
N 0.420 -2.887 -1.490
C 0.664 -4.115 -0.984
O 0.315 -5.216 -1.388
C 1.653 -4.074 0.182
C 2.066 -5.267 0.762
C 3.057 -5.225 1.725
C 3.611 -4.000 2.074
C 3.119 -2.853 1.472
N 2.156 -2.902 0.553
C 0.162 -1.463 -3.404
C -0.272 -1.266 -4.709
C 0.153 -0.136 -5.384
C 0.996 0.759 -4.740
C 1.383 0.481 -3.438
N 0.974 -0.606 -2.794
H 1.604 -6.185 0.430
H 3.405 -6.138 2.195
H 4.408 -3.925 2.802
H 3.505 -1.867 1.705
H -0.934 -1.999 -5.148
H -0.172 0.051 -6.401
H 1.348 1.658 -5.229
H 2.052 1.130 -2.884
C 5.428 -0.802 -1.972
S 4.587 0.182 -0.742
O 4.900 1.563 -1.068
O 5.089 -0.289 0.537
O 3.170 -0.148 -0.976
H 6.499 -0.624 -1.883
H 5.072 -0.504 -2.956
H 5.198 -1.849 -1.788
S 1.933 1.079 4.341
C 1.672 0.333 2.892
N 1.497 -0.183 1.863
C -3.582 2.777 -2.891
C -3.515 1.371 -2.294
C -2.567 0.498 -3.107
C -4.906 0.743 -2.266
O -3.103 1.473 -0.942
Si -1.559 1.524 -0.314
O -0.768 0.186 -0.534
O -0.896 2.867 -1.024
C 0.246 3.621 -0.623
C 1.307 2.741 0.023
C 0.793 4.260 -1.895
C -0.216 4.698 0.356
O -1.817 1.966 1.262
C -2.523 1.246 2.266
C -1.955 1.718 3.600
C -4.007 1.606 2.168
C -2.336 -0.261 2.117
H -3.939 2.744 -3.925
H -2.592 3.232 -2.865
H -4.261 3.396 -2.301
H -2.932 0.394 -4.133
H -2.478 -0.492 -2.658
H -1.569 0.940 -3.137
H -5.320 0.662 -3.274
H -5.576 1.354 -1.656
H -4.851 -0.254 -1.827
H 1.660 1.973 -0.666
H 0.917 2.253 0.917
H 2.175 3.337 0.314
H 1.074 3.481 -2.606
H 1.675 4.867 -1.677
H 0.029 4.891 -2.356
H -0.631 4.229 1.248
H -0.991 5.313 -0.108
H 0.621 5.339 0.647
H -2.083 2.799 3.694
H -0.889 1.496 3.663
H -2.469 1.233 4.435
H -4.127 2.688 2.258
H -4.575 1.120 2.966
H -4.402 1.295 1.202
H -1.280 -0.527 2.184
H -2.703 -0.609 1.150
H -2.893 -0.782 2.901
C 1.577 -2.559 4.907
N 0.234 -2.342 4.401
C -0.661 -1.504 5.178
C -0.241 -3.115 3.439
N -0.640 -3.789 2.586
H 2.036 -1.591 5.109
H 2.165 -3.074 4.151
H 1.559 -3.164 5.824
H -0.191 -0.531 5.327
H -0.880 -1.962 6.152
H -1.589 -1.365 4.632
*
```

Atom charges from the Mulliken analysis, given in e for atoms 1 to 5: 5.321, -0.723, -0.522, -0.167, -0.337

***

[3]
This record from OMol25 describes C29H44N8OS2Sc as an isolated structure at a distorted geometry. The level of theory is ωB97M-V/def2-TZVPD.

Results
HOMO-LUMO gap in Ha: 0.300
ΔE to the lowest compared entry with this formula, charge and spin in kcal/mol: 31.7
Electronic energy in hartree: -3201.78736
HOMO energy in eV: -10.3270

```
! RIJCOSX wB97M-V def2-TZVPD def2/J DEFGRID3
* xyz 1 1
Sc -0.073 -0.006 0.482
C 1.944 0.515 3.350
C 1.651 -0.983 3.229
N 0.445 -1.315 2.422
C -0.756 -1.542 3.259
C -1.385 -0.231 3.683
N -1.724 0.550 2.488
C -2.646 1.679 2.771
C -2.143 2.700 3.793
C -1.097 3.683 3.262
N -0.182 3.033 2.334
C 1.109 3.665 2.180
C 1.856 3.039 1.022
N 1.905 1.559 1.059
C 2.750 1.072 2.178
H 2.498 0.682 4.275
H 1.010 1.077 3.413
H 1.535 -1.415 4.226
H 2.503 -1.479 2.763
H 0.639 -2.189 1.945
H -0.498 -2.124 4.144
H -1.467 -2.117 2.668
H -0.689 0.329 4.306
H -2.273 -0.439 4.289
H -2.256 -0.084 1.905
H -3.591 1.270 3.144
H -2.865 2.175 1.821
H -1.747 2.173 4.662
H -3.003 3.271 4.146
H -0.518 4.080 4.097
H -1.599 4.541 2.796
H -0.626 2.968 1.429
H 1.670 3.528 3.110
H 1.053 4.747 2.001
H 2.872 3.445 1.017
H 1.384 3.326 0.080
H 2.385 1.276 0.209
H 3.392 1.887 2.523
H 3.407 0.298 1.784
C -0.941 -1.949 -3.713
C -1.130 -1.160 -2.446
N -0.126 -0.616 -1.847
N 1.062 -0.726 -2.572
C 2.108 -0.990 -1.879
S 2.181 -1.282 -0.169
S 3.631 -1.127 -2.798
C 3.264 -2.659 -3.737
C 3.245 -3.897 -2.889
C 2.083 -4.289 -2.231
C 2.074 -5.415 -1.421
C 3.229 -6.167 -1.261
C 4.393 -5.785 -1.916
C 4.400 -4.655 -2.721
C -2.489 -1.021 -1.891
C -3.593 -0.959 -2.745
C -4.879 -0.867 -2.249
C -5.077 -0.881 -0.871
C -3.999 -0.963 -0.011
C -2.695 -1.013 -0.506
O -1.654 -1.091 0.330
H -0.145 -2.677 -3.571
H -0.623 -1.299 -4.532
H -1.854 -2.470 -3.988
H 4.063 -2.695 -4.476
H 2.318 -2.493 -4.248
H 1.176 -3.706 -2.352
H 1.160 -5.708 -0.917
H 3.221 -7.050 -0.634
H 5.297 -6.372 -1.805
H 5.313 -4.358 -3.226
H -3.435 -0.972 -3.817
H -5.721 -0.810 -2.926
H -6.082 -0.836 -0.469
H -4.154 -1.006 1.062
C -1.037 3.128 -3.795
N -1.031 3.556 -2.388
C -0.930 4.988 -2.091
C -0.890 2.670 -1.444
N -0.750 1.867 -0.622
H -1.873 3.601 -4.306
H -1.147 2.048 -3.847
H -0.105 3.418 -4.278
H -1.743 5.512 -2.589
H 0.022 5.383 -2.447
H -1.009 5.150 -1.019
*
```

Atom charges from the Mulliken analysis, given in e for atoms 1 to 5: 0.017, 0.213, -1.120, 0.055, -1.564